# 1
Computed, not measured: C20H21N3O2S in the gas phase, with ωB97M-V/def2-TZVPD.

Results
Relative energy (zero: lowest compared OMol25 entry of this formula, charge and spin) = 251.8 kJ/mol
Structure (SMILES) = Cc1ccc(C(=O)CSc2nnc(CNc3ccc(C)cc3C)o2)cc1
Orbital gap = 7.80 eV
E_HOMO = -7.7 eV
2S+1 = 1
E_LUMO = 0.127 eV

XYZ file:
```
47
C20H21N3O2S | OMol25 | ωB97M-V/def2-TZVPD
C 2.37 -2.04 -2.30
C 1.61 -0.81 -1.94
C 0.31 -0.60 -2.38
C -0.39 0.54 -2.04
C 0.22 1.53 -1.27
C -0.57 2.74 -0.96
O -1.76 2.71 -0.76
C 0.21 4.05 -0.99
S -0.38 5.25 0.27
C -0.35 4.21 1.64
N -0.72 4.49 2.85
N -0.57 3.36 3.57
C -0.12 2.45 2.77
C 0.10 1.00 3.04
N -0.91 0.24 2.35
C -0.65 -0.83 1.51
C 0.49 -1.61 1.65
C 0.68 -2.74 0.87
C -0.26 -3.13 -0.06
C -0.09 -4.37 -0.89
C -1.40 -2.34 -0.21
C -1.62 -1.21 0.55
C -2.87 -0.40 0.37
O 0.06 2.93 1.51
C 1.52 1.32 -0.80
C 2.19 0.16 -1.13
H 1.91 -2.55 -3.15
H 3.40 -1.80 -2.55
H 2.38 -2.72 -1.45
H -0.17 -1.35 -3.00
H -1.40 0.69 -2.38
H 0.02 4.54 -1.94
H 1.28 3.91 -0.87
H 0.04 0.85 4.12
H 1.09 0.72 2.68
H -1.76 0.74 2.14
H 1.23 -1.36 2.39
H 1.58 -3.33 1.02
H -0.17 -4.14 -1.95
H 0.87 -4.83 -0.71
H -0.87 -5.09 -0.65
H -2.14 -2.63 -0.93
H -3.47 -0.82 -0.44
H -3.48 -0.41 1.27
H -2.64 0.63 0.11
H 1.99 2.04 -0.15
H 3.19 0.00 -0.75
```

---

# 2
Computed, not measured: C6H9N in the gas phase, with ωB97M-V/def2-TZVPD.

Results
Relative energy (zero: lowest compared OMol25 entry of this formula, charge and spin) = 227.6 kJ/mol
Structure (SMILES) = [H]/N=C(\C)CC=C=C
Orbital gap = 10.56 eV
E_HOMO = -9.6 eV
2S+1 = 1
E_LUMO = 0.997 eV

XYZ file:
```
16
C6H9N | OMol25 | ωB97M-V/def2-TZVPD
H 1.32 1.40 -1.91
N 0.61 1.60 -1.21
C 0.65 0.75 -0.26
C 1.64 -0.39 -0.14
C -0.20 1.02 0.97
C -1.14 -0.14 1.34
C -1.51 -0.86 0.32
C -1.70 -1.32 -0.89
H 1.22 -1.23 0.41
H 2.49 -0.01 0.45
H 2.02 -0.74 -1.10
H -0.80 1.91 0.74
H 0.52 1.30 1.75
H -1.56 -0.33 2.34
H -1.14 -2.16 -1.28
H -2.41 -0.81 -1.53
```

---

# 3
Computed, not measured: 4 unconnected molecules or ions with the total composition C34H83BN4O14P3, with ωB97M-V/def2-TZVPD.

Results
Charge = +1
Orbital gap = 7.40 eV
E_HOMO = -10.8 eV
2S+1 = 1
E_LUMO = -3.372 eV

XYZ file:
```
139
C34H83BN4O14P3 | OMol25 | ωB97M-V/def2-TZVPD
C 12.57 -2.52 0.17
C 11.49 -1.56 -0.38
C 10.24 -1.47 0.55
C 9.71 -0.01 0.64
C 8.16 0.06 0.71
C 7.73 1.57 0.58
C 6.59 1.92 1.57
C 5.27 1.20 1.14
C 4.23 2.20 0.61
C 3.02 1.51 -0.09
C 1.77 1.38 0.84
C 0.64 2.40 0.52
C -0.75 1.72 0.24
C -1.33 2.05 -1.16
C -2.46 3.10 -1.17
C -3.61 2.85 -0.16
C -4.11 1.39 -0.08
C -5.00 0.96 -1.26
C -6.47 1.41 -1.17
C -7.29 0.79 0.01
N -6.58 -0.28 0.76
C -7.27 -1.49 0.80
N -8.61 -1.62 1.26
N -8.73 -0.98 2.52
C -8.79 -1.95 3.64
C -7.72 -1.58 4.70
N -6.69 -2.58 0.47
C -5.29 -2.66 -0.01
B -7.45 -3.90 0.57
O -6.99 -4.75 1.57
O -8.47 -4.22 -0.26
C -8.00 -5.27 -1.15
H 13.29 -2.80 -0.60
H 12.11 -3.44 0.58
H 13.14 -2.07 1.00
H 11.24 -1.93 -1.38
H 11.95 -0.56 -0.50
H 9.48 -2.17 0.16
H 10.56 -1.86 1.53
H 10.05 0.55 -0.23
H 10.12 0.40 1.57
H 7.72 -0.53 -0.10
H 7.80 -0.34 1.67
H 7.39 1.75 -0.45
H 8.63 2.16 0.79
H 6.48 3.02 1.54
H 6.92 1.61 2.57
H 5.57 0.51 0.33
H 4.91 0.62 2.00
H 4.74 2.80 -0.16
H 3.89 2.86 1.43
H 2.80 2.08 -1.01
H 3.35 0.49 -0.32
H 2.13 1.58 1.86
H 1.42 0.34 0.77
H 0.54 3.06 1.39
H 0.86 3.01 -0.37
H -1.44 1.95 1.07
H -0.60 0.63 0.27
H -1.75 1.12 -1.57
H -0.55 2.41 -1.85
H -2.84 3.28 -2.19
H -2.00 4.06 -0.87
H -3.21 3.10 0.84
H -4.42 3.58 -0.34
H -4.61 1.28 0.89
H -3.27 0.68 -0.03
H -4.58 1.42 -2.18
H -4.96 -0.13 -1.42
H -6.56 2.50 -1.19
H -6.96 1.06 -2.10
H -8.29 0.48 -0.33
H -7.49 1.60 0.72
H -6.31 0.03 1.69
H -9.26 -1.26 0.56
H -9.58 -0.43 2.57
H -8.69 -2.99 3.31
H -9.77 -1.85 4.13
H -6.73 -1.70 4.23
H -7.83 -2.25 5.56
H -7.86 -0.56 5.07
H -4.85 -3.55 0.46
H -5.33 -2.80 -1.10
H -4.68 -1.81 0.29
H -6.41 -5.40 1.16
H -8.68 -5.29 -2.00
H -7.98 -6.25 -0.66
H -6.99 -5.05 -1.56
C 12.08 -8.94 1.70
O 11.73 -9.06 0.31
P 11.65 -7.63 -0.56
O 10.52 -6.97 0.17
O 11.19 -8.43 -1.90
C 10.05 -9.29 -1.84
O 12.23 -6.37 -1.48
C 11.27 -5.45 -1.97
H 12.48 -9.90 2.03
H 12.83 -8.18 1.86
H 11.19 -8.71 2.29
H 9.32 -8.93 -1.11
H 10.37 -10.30 -1.59
H 9.60 -9.29 -2.83
H 11.00 -4.73 -1.20
H 10.38 -5.96 -2.34
H 11.72 -4.91 -2.80
C -11.08 5.16 5.94
O -10.25 4.41 5.03
P -10.35 4.84 3.42
O -11.78 4.46 3.16
O -9.30 3.66 3.01
C -9.57 2.33 3.41
O -9.98 5.68 2.04
C -10.58 5.24 0.83
H -10.65 5.08 6.94
H -11.14 6.21 5.66
H -12.08 4.73 5.96
H -10.64 2.13 3.47
H -9.10 2.13 4.38
H -9.12 1.66 2.67
H -11.60 5.62 0.76
H -10.58 4.15 0.76
H -10.00 5.65 0.01
C 0.32 4.70 -7.78
O 0.82 3.79 -6.78
P 0.86 4.36 -5.20
O 1.87 5.45 -5.47
O 1.55 2.97 -4.73
C 2.68 2.46 -5.44
O 0.60 4.71 -3.58
C 1.71 5.19 -2.83
H -0.02 4.11 -8.63
H -0.51 5.29 -7.41
H 1.13 5.35 -8.11
H 3.27 3.27 -5.86
H 2.34 1.79 -6.24
H 3.28 1.90 -4.74
H 1.84 6.25 -3.00
H 2.62 4.65 -3.08
H 1.48 5.02 -1.77
```

---

# 4
Computed, not measured: a molecular structure, CH5PS, with ωB97M-V/def2-TZVPD.

Results
Relative energy (zero: lowest compared OMol25 entry of this formula, charge and spin) = 59.8 kJ/mol
Orbital gap = 9.42 eV
E_HOMO = -9.1 eV
2S+1 = 1
E_LUMO = 0.357 eV

XYZ file:
```
8
CH5PS | OMol25 | ωB97M-V/def2-TZVPD
C -0.71 0.65 0.00
P 0.70 -0.52 -0.06
S 2.46 0.22 -0.08
H -0.54 1.36 0.81
H -0.78 1.20 -0.94
H -1.63 0.10 0.18
H 0.38 -1.36 -1.13
H 0.12 -1.64 1.24
```

---

# 5
Computed, not measured: C4H10N2OS in the gas phase, with ωB97M-V/def2-TZVPD.

Results
Relative energy (zero: lowest compared OMol25 entry of this formula, charge and spin) = 59.7 kJ/mol
Structure (SMILES) = NC(=O)NCCCS
Orbital gap = 9.93 eV
E_HOMO = -9.4 eV
2S+1 = 1
E_LUMO = 0.559 eV

XYZ file:
```
18
C4H10N2OS | OMol25 | ωB97M-V/def2-TZVPD
N 2.88 0.73 -0.01
C 2.18 -0.16 0.88
O 2.81 -0.75 1.70
N 0.86 -0.29 0.56
C 0.04 0.53 -0.38
C -1.06 -0.14 -1.18
C -2.21 -0.81 -0.44
S -2.95 0.17 0.93
H 3.79 0.85 0.37
H 2.53 1.70 -0.19
H 0.35 -0.68 1.39
H -0.41 1.38 0.17
H 0.68 0.98 -1.12
H -1.56 0.64 -1.81
H -0.73 -0.92 -1.88
H -3.06 -1.03 -1.03
H -1.93 -1.70 0.10
H -2.21 -0.50 1.93
```

---

# 6
Computed, not measured: a molecular structure, C5H12, with ωB97M-V/def2-TZVPD.

Results
Relative energy (zero: lowest compared OMol25 entry of this formula, charge and spin) = 520.5 kJ/mol
Orbital gap = 8.80 eV
E_HOMO = -8.3 eV
2S+1 = 1
E_LUMO = 0.495 eV

XYZ file:
```
17
C5H12 | OMol25 | ωB97M-V/def2-TZVPD
C -2.40 0.12 0.18
C -1.12 -0.28 0.80
C 2.41 0.79 0.06
C 2.04 -0.70 0.34
C -1.51 -0.12 -1.09
H -0.86 0.73 -1.32
H -3.24 -0.54 0.16
H -0.80 0.66 1.30
H 1.50 1.31 -0.19
H 2.83 1.16 0.98
H 3.09 0.86 -0.79
H 1.63 -0.82 1.33
H 1.30 -0.97 -0.41
H 2.89 -1.32 0.07
H -2.67 1.15 0.31
H -0.99 -1.07 -1.22
H -2.10 -0.11 -2.00
```

---

Copy entry 5 word for word.
Computed, not measured: C4H10N2OS in the gas phase, with ωB97M-V/def2-TZVPD.

Results
Relative energy (zero: lowest compared OMol25 entry of this formula, charge and spin) = 59.7 kJ/mol
Structure (SMILES) = NC(=O)NCCCS
Orbital gap = 9.93 eV
E_HOMO = -9.4 eV
2S+1 = 1
E_LUMO = 0.559 eV

XYZ file:
```
18
C4H10N2OS | OMol25 | ωB97M-V/def2-TZVPD
N 2.88 0.73 -0.01
C 2.18 -0.16 0.88
O 2.81 -0.75 1.70
N 0.86 -0.29 0.56
C 0.04 0.53 -0.38
C -1.06 -0.14 -1.18
C -2.21 -0.81 -0.44
S -2.95 0.17 0.93
H 3.79 0.85 0.37
H 2.53 1.70 -0.19
H 0.35 -0.68 1.39
H -0.41 1.38 0.17
H 0.68 0.98 -1.12
H -1.56 0.64 -1.81
H -0.73 -0.92 -1.88
H -3.06 -1.03 -1.03
H -1.93 -1.70 0.10
H -2.21 -0.50 1.93
```

---

Which of these has the highest E_LUMO?
C6H9N